# 1
Formula: C12H16N2O
Source: the OMol25 dataset
Level of theory: ωB97M-V/def2-TZVPD

total energy = -651.5644 hartree
structure (SMILES) = Cc1c[nH]c2ccccc12.CCC(N)=O
orbital gap = 8.707 eV
E_HOMO = -8.04 eV
E_LUMO = 0.667 eV
energy relative to the best compared isomer or geometry (same formula, charge and spin) = 49.72 kcal/mol
largest force on an atom = 0.10556 hartree/bohr

```
! wB97M-V def2-TZVPD RIJCOSX def2/J DEFGRID3
* xyz 0 1
C 0.46 -1.90 2.77
C -0.08 -1.68 1.48
C -1.26 -2.13 0.92
N -1.24 -1.83 -0.44
C 0.04 -1.41 -0.85
C 0.65 -1.35 -2.06
C 1.99 -0.83 -2.05
C 2.71 -0.41 -0.90
C 2.10 -0.69 0.34
C 0.79 -1.09 0.34
H 1.25 -2.57 2.67
H -0.19 -2.53 3.44
H 0.56 -1.03 3.24
H -2.13 -2.54 1.47
H -2.05 -1.88 -1.01
H 0.14 -1.57 -2.98
H 2.57 -0.88 -2.95
H 3.64 0.07 -1.07
H 2.60 -0.47 1.29
C -0.87 2.68 -1.88
C -0.17 2.10 -0.65
C -1.12 2.45 0.52
N -1.44 1.39 1.39
O -1.63 3.51 0.76
H -1.75 2.20 -2.10
H 0.04 2.61 -2.74
H -1.21 3.70 -1.58
H -0.09 1.01 -0.76
H 0.84 2.35 -0.51
H -2.25 1.62 1.90
H -1.60 0.46 1.00
*
```

***

# 2
Formula: C12H16N2O3
Source: the OMol25 dataset
Level of theory: ωB97M-V/def2-TZVPD

total energy = -802.0201 hartree
structure (SMILES) = C[C@H](NC(=O)[C@@H](N)Cc1ccccc1)C(=O)O
orbital gap = 9.925 eV
E_HOMO = -9.28 eV
E_LUMO = 0.644 eV
energy relative to the best compared isomer or geometry (same formula, charge and spin) = 79.94 kcal/mol
largest force on an atom = 0.09183 hartree/bohr

```
! wB97M-V def2-TZVPD RIJCOSX def2/J DEFGRID3
* xyz 0 1
C -0.70 3.92 0.81
C -1.00 2.48 0.67
N -1.71 2.18 -0.42
C -1.19 1.44 -1.47
O -1.74 1.72 -2.50
C 0.04 0.37 -1.35
N 1.26 0.85 -0.53
C -0.71 -0.85 -0.75
C 0.18 -2.18 -0.57
C 0.06 -2.98 0.53
C 0.93 -4.02 0.75
C 1.97 -4.27 -0.06
C 2.25 -3.32 -1.02
C 1.25 -2.46 -1.44
C -1.45 1.88 1.92
O -2.45 1.28 2.27
O -0.49 2.23 2.85
H -0.25 4.09 1.86
H -0.01 4.20 0.04
H -1.64 4.56 0.77
H -0.01 1.76 0.60
H -2.52 2.87 -0.70
H 0.47 0.08 -2.28
H 1.70 1.55 -1.07
H 1.86 0.01 -0.69
H -1.53 -1.08 -1.36
H -1.15 -0.43 0.16
H -0.70 -2.82 1.27
H 0.78 -4.64 1.55
H 2.52 -5.29 0.12
H 3.29 -3.19 -1.40
H 1.50 -1.90 -2.32
H -0.82 1.96 3.77
*
```

***

# 3
Formula: C12H16N2O5P
Source: the OMol25 dataset
Level of theory: ωB97M-V/def2-TZVPD

total energy = -1294.0948 hartree
orbital gap = 7.073 eV
E_HOMO = -4.45 eV
E_LUMO = 2.625 eV
largest force on an atom = 0.01635 hartree/bohr

```
! wB97M-V def2-TZVPD RIJCOSX def2/J DEFGRID3
* xyz -1 1
O 3.57 2.41 -0.94
C 3.48 1.29 -0.43
O 3.54 0.90 0.76
C 3.30 0.12 -1.49
N 2.33 0.42 -2.55
C 0.95 0.22 -2.28
C 0.26 -0.88 -2.77
C -1.09 -1.04 -2.51
C -1.76 -0.09 -1.75
C -1.07 1.02 -1.26
C 0.27 1.18 -1.54
P 3.04 -1.50 -0.70
O 1.85 -1.74 0.12
O 4.45 -1.79 0.03
O 3.11 -2.57 -1.94
H 4.28 0.05 -1.98
H 2.59 0.00 -3.43
H 0.79 -1.63 -3.35
H -1.61 -1.91 -2.90
H -2.82 -0.22 -1.52
H -1.61 1.74 -0.66
H 0.81 2.04 -1.17
H 4.42 -2.67 0.42
H 4.03 -2.66 -2.19
C -2.15 -0.30 3.49
C -3.45 0.46 3.72
C -4.02 1.06 2.43
C -3.08 2.00 1.83
N -2.30 2.69 1.35
H -1.37 0.35 3.10
H -1.79 -0.74 4.42
H -2.29 -1.11 2.77
H -3.29 1.26 4.45
H -4.20 -0.21 4.15
H -4.96 1.58 2.62
H -4.22 0.27 1.70
*
```